237
Properties=species:S:1:pos:R:3:forces:R:3:lowdin_charge:R:1 method="wB97M-V/def2-TZVPD" homo_energy_ev=-11.27 lumo_ha=-0.306 total_charge=+3
Ca -3.496 3.815 16.852 1.3 2.1 -1.9 1.330
C -5.180 6.846 14.958 -0.7 0.7 1.0 -0.073
C -3.781 7.178 15.504 -0.4 -0.5 1.0 -0.604
C -3.833 8.330 16.570 0.4 -1.3 -0.6 -0.033
O -3.210 6.039 16.018 0.0 -0.9 0.0 -0.382
H -5.756 7.740 14.719 0.1 0.4 -0.5 0.033
H -5.745 6.514 15.829 -0.1 -0.6 0.0 0.059
H -5.271 6.115 14.155 0.4 -0.1 0.0 0.048
H -3.214 7.622 14.686 0.6 0.1 -0.6 0.097
H -4.321 8.032 17.498 -0.9 0.1 -0.3 0.067
H -4.225 9.203 16.048 -0.1 0.4 0.6 0.071
H -2.821 8.463 16.952 0.3 0.5 -0.6 0.040
C -4.414 7.975 23.936 1.2 1.6 -0.9 -0.046
C -4.526 9.396 23.220 -1.8 -1.5 1.0 -0.214
C -3.223 10.101 22.924 -1.0 1.9 0.7 -0.102
N -3.398 11.406 22.060 1.3 -0.2 -2.2 -0.214
C -3.676 10.932 20.581 -0.2 0.8 -0.1 -0.046
C -3.854 12.070 19.501 -0.3 1.2 1.9 -0.111
C -4.617 13.326 20.051 -0.8 -0.3 0.0 -0.179
C -4.320 13.754 21.485 -0.1 -0.6 1.1 -0.160
C -4.372 12.525 22.478 0.5 0.0 -1.0 -0.068
C -1.953 12.032 22.016 -2.1 -0.8 0.9 0.053
H -5.350 7.577 24.328 0.0 0.4 -0.2 0.080
H -3.692 8.111 24.742 0.0 -0.5 0.2 0.073
H -4.006 7.309 23.175 0.0 -0.4 0.3 0.058
H -5.128 10.012 23.888 0.3 0.4 0.2 0.105
H -5.262 9.204 22.439 0.7 0.3 -0.9 0.084
H -2.357 9.544 22.567 -0.5 -0.2 -0.6 0.126
H -2.885 10.550 23.858 0.1 -0.2 0.3 0.129
H -4.572 10.311 20.578 -0.1 0.1 0.3 0.110
H -2.833 10.273 20.372 0.0 0.1 -0.2 0.116
H -4.446 11.701 18.663 0.4 -0.3 0.0 0.098
H -2.930 12.558 19.189 0.4 -1.0 -0.3 0.084
H -5.701 13.220 20.006 -0.1 -0.6 0.0 0.096
H -4.467 14.164 19.371 0.4 0.1 0.0 0.108
H -5.149 14.343 21.876 -0.2 0.2 -0.2 0.117
H -3.493 14.458 21.586 0.5 -0.5 0.1 0.109
H -5.412 12.206 22.397 0.2 -0.7 0.1 0.115
H -4.167 12.771 23.520 0.1 0.1 -0.1 0.134
H -1.978 12.836 21.281 0.5 -0.4 0.1 0.090
H -1.304 11.170 21.866 0.2 0.6 -0.5 0.103
H -1.820 12.412 23.029 0.3 0.2 -0.2 0.107
C -9.729 6.102 19.377 0.7 -0.3 0.0 0.036
N -10.212 5.306 18.231 0.1 1.1 -1.5 -0.060
C -10.367 5.961 17.027 -1.6 -2.1 0.7 0.110
C -11.234 5.341 16.057 0.8 1.5 1.0 0.056
C -11.775 4.083 16.233 1.0 -1.4 2.2 -0.122
C -11.372 3.412 17.441 0.2 0.3 -0.4 0.071
C -10.645 4.083 18.420 -0.9 -0.8 -0.7 -0.004
C -12.695 3.507 15.213 -0.5 0.9 -1.0 -0.103
C -13.567 4.338 14.479 -0.1 0.4 1.2 0.051
C -14.422 3.830 13.533 0.2 0.6 -0.9 0.001
N -14.314 2.569 13.144 -1.4 -2.5 -0.7 -0.070
C -13.497 1.721 13.776 1.1 0.8 0.2 0.010
C -12.691 2.200 14.788 0.7 -1.4 0.6 0.051
C -15.198 1.921 12.039 1.0 1.1 0.8 0.086
H -10.598 6.724 19.592 0.9 0.8 0.2 0.122
H -8.749 6.466 19.068 -0.4 1.2 -0.1 0.093
H -9.464 5.530 20.266 -0.5 -0.6 -0.2 0.115
H -9.924 6.945 17.056 -0.1 0.2 -0.6 0.136
H -11.641 5.881 15.215 0.8 0.5 -0.1 0.114
H -11.528 2.398 17.777 -0.8 -0.3 -0.7 0.135
H -10.499 3.675 19.409 0.2 -0.2 -0.1 0.161
H -13.629 5.376 14.770 -0.3 0.1 -0.3 0.133
H -15.110 4.379 12.908 -0.1 0.5 0.5 0.156
H -13.332 0.731 13.377 -0.4 -0.1 0.1 0.154
H -11.989 1.506 15.228 0.0 -0.2 0.1 0.139
H -15.177 0.854 12.262 -0.2 0.2 -0.4 0.102
H -14.724 2.199 11.097 -0.1 -0.4 0.0 0.100
H -16.212 2.320 12.035 0.2 0.0 0.4 0.110
C -6.849 8.581 11.861 -0.2 -0.4 -0.2 0.051
N -7.602 7.528 11.095 0.2 -0.9 1.6 -0.058
C -8.073 6.418 11.756 -0.8 -0.3 -3.0 0.084
C -8.727 5.431 10.939 0.5 1.8 1.6 0.083
C -8.906 5.624 9.551 0.6 -0.4 1.8 -0.151
C -8.429 6.783 8.990 0.8 0.7 0.0 0.062
C -7.759 7.717 9.789 -0.2 -0.6 -0.5 0.034
C -9.415 4.515 8.725 -0.8 -0.3 -0.9 -0.112
C -10.626 3.824 8.994 1.1 -1.4 -0.6 0.057
C -10.949 2.727 8.190 1.5 0.2 0.5 0.017
N -10.191 2.395 7.106 -0.7 -1.2 1.6 -0.081
C -9.102 3.081 6.781 0.3 1.0 0.7 0.040
C -8.665 4.130 7.606 -0.6 -0.4 -0.6 0.089
C -10.409 1.073 6.446 0.3 0.3 -1.3 0.044
H -6.211 9.047 11.110 -0.2 0.5 0.4 0.094
H -6.207 8.180 12.645 -0.1 -0.5 -0.2 0.079
H -7.596 9.197 12.361 0.2 0.4 -0.4 0.106
H -7.910 6.409 12.823 0.1 -0.4 0.1 0.141
H -9.130 4.578 11.466 0.2 -0.3 -0.1 0.123
H -8.466 6.921 7.920 0.0 0.3 0.0 0.145
H -7.273 8.611 9.428 -0.2 -0.1 -0.4 0.155
H -11.119 3.842 9.955 -0.2 0.7 -0.1 0.120
H -11.567 1.922 8.559 -0.6 0.3 -0.3 0.140
H -8.590 2.729 5.898 0.3 0.2 0.1 0.162
H -7.714 4.589 7.380 0.2 0.1 0.0 0.131
H -10.924 1.339 5.523 -0.1 -0.6 0.0 0.118
H -10.924 0.281 6.991 -0.4 0.8 0.5 0.112
H -9.445 0.625 6.205 0.1 0.3 -0.1 0.111
C 1.541 7.926 18.315 -1.1 1.3 -1.6 0.055
N 1.349 7.216 17.023 2.5 -1.9 0.2 -0.051
C 2.386 6.402 16.567 -2.0 1.1 -1.2 0.058
C 2.236 5.790 15.316 -1.2 -0.6 1.2 0.048
C 1.012 5.937 14.607 -0.3 1.2 -1.1 -0.078
C 0.073 6.885 15.056 0.6 -1.8 0.5 0.071
C 0.251 7.400 16.316 -0.4 1.3 -0.7 -0.016
C 0.755 5.359 13.210 0.9 0.2 1.3 -0.091
C -0.559 5.101 12.820 0.0 -1.1 -1.1 0.037
C -0.813 4.514 11.567 2.3 -0.7 -1.0 0.053
N 0.243 4.177 10.740 3.4 2.4 2.7 -0.070
C 1.547 4.607 11.067 -1.7 0.6 1.9 0.037
C 1.835 5.161 12.322 -1.5 -1.1 -1.3 0.052
C 0.188 3.622 9.413 -2.2 0.0 -0.2 0.011
H 1.587 8.945 17.929 0.4 0.4 0.7 0.093
H 2.457 7.659 18.842 -0.5 -0.3 0.0 0.112
H 0.567 7.904 18.805 0.5 -0.5 0.6 0.088
H 3.290 6.446 17.157 -0.1 -0.5 0.0 0.140
H 2.904 4.983 15.056 0.4 0.3 -0.3 0.125
H -0.880 7.109 14.599 0.1 -0.1 -0.4 0.122
H -0.444 8.177 16.597 -0.1 -0.2 0.9 0.120
H -1.392 5.175 13.504 0.1 0.3 0.1 0.105
H -1.732 4.236 11.073 -0.5 0.1 0.7 0.103
H 2.349 4.649 10.345 -0.4 -0.8 -0.5 0.143
H 2.883 5.339 12.513 -0.1 0.4 0.4 0.128
H 1.051 2.996 9.182 -0.1 0.5 0.0 0.118
H -0.014 4.522 8.832 0.4 -0.5 -1.0 0.118
H -0.713 3.010 9.416 0.1 -0.2 -0.5 0.091
C -5.649 13.920 15.156 0.6 0.5 -1.2 0.036
N -4.431 14.234 14.236 -1.0 -1.9 0.5 -0.291
C -3.302 14.912 15.151 -1.7 -0.5 -1.2 0.078
C -3.918 12.910 13.607 0.9 0.8 0.5 0.023
C -4.914 15.142 13.140 -0.2 2.1 1.1 -0.124
C -5.994 14.727 12.147 0.4 -1.7 -0.4 -0.224
O -7.337 14.935 12.531 0.2 0.4 1.1 -0.051
H -6.526 13.672 14.557 0.4 -0.7 -0.4 0.088
H -6.018 14.860 15.566 0.7 -0.1 0.8 0.110
H -5.334 13.107 15.810 -0.3 0.4 0.3 0.109
H -3.716 15.896 15.371 0.1 -0.1 0.2 0.103
H -2.352 15.019 14.629 -0.3 -0.3 -0.2 0.089
H -3.217 14.267 16.025 0.1 0.1 -0.1 0.087
H -4.645 12.175 13.263 -0.6 0.7 0.1 0.100
H -3.309 12.364 14.326 0.2 0.3 0.2 0.069
H -3.295 13.241 12.776 0.1 -0.3 0.1 0.099
H -4.006 15.555 12.700 -0.2 -0.2 -0.5 0.144
H -5.382 15.960 13.689 0.2 0.4 0.1 0.133
H -5.871 13.647 12.068 0.1 -0.2 -0.7 0.105
H -5.817 15.202 11.183 0.4 0.0 0.1 0.138
H -7.890 15.091 11.762 0.1 0.1 -0.1 0.099
C 0.338 12.636 17.924 1.4 -0.9 -0.4 -0.653
F 0.860 11.919 18.944 0.1 0.4 -0.9 0.116
F -0.421 13.542 18.480 -0.6 0.7 -0.2 0.161
F 1.318 13.196 17.184 -0.7 -0.1 1.1 0.123
S -0.603 11.464 16.783 -0.9 -3.1 1.5 0.730
O -0.767 10.253 17.651 0.5 2.4 -1.8 -0.354
O -1.883 12.086 16.394 2.3 0.0 0.5 -0.344
N 0.607 11.121 15.605 -1.9 0.8 4.4 -0.291
S -0.082 11.145 14.250 1.1 -0.8 -6.0 0.543
O 0.798 10.443 13.271 -1.6 2.0 2.0 -0.323
O -1.472 10.744 14.178 0.4 0.6 0.1 -0.340
C 0.046 13.134 13.781 -1.7 -2.6 -0.7 -0.559
F 1.261 13.392 13.384 -0.1 0.4 0.0 0.177
F -0.860 13.297 12.732 1.1 0.4 1.0 0.049
F -0.336 13.974 14.766 0.5 -0.4 -0.5 0.094
C -3.246 7.476 10.903 0.7 0.4 -3.5 -0.653
F -2.025 7.360 11.368 0.2 0.5 1.1 0.148
F -4.074 6.718 11.557 -0.8 -0.5 0.7 0.154
F -3.702 8.759 10.921 0.5 -0.8 0.4 0.103
S -3.000 6.963 9.004 1.8 1.9 1.3 0.703
O -4.103 7.671 8.328 1.3 -1.7 1.0 -0.330
O -1.624 7.364 8.699 -2.1 -0.5 0.4 -0.299
N -2.962 5.274 9.222 1.0 2.9 0.5 -0.300
S -3.965 4.805 8.173 0.7 -2.4 -4.7 0.501
O -5.292 4.990 8.628 -3.1 -0.3 0.6 -0.335
O -3.703 5.216 6.776 -0.3 -0.9 2.3 -0.309
C -3.660 2.871 8.130 2.4 2.6 1.7 -0.666
F -3.447 2.396 9.398 -0.4 0.2 -1.0 0.087
F -4.698 2.363 7.609 -2.4 -1.5 -0.8 0.186
F -2.596 2.545 7.392 -0.1 0.2 0.3 0.141
C -8.582 11.253 21.094 0.4 0.5 -1.1 -0.602
F -7.809 11.300 22.186 -0.9 -0.5 0.2 0.124
F -9.823 11.711 21.308 0.7 -1.2 0.4 0.151
F -8.039 12.137 20.252 0.2 -0.2 -0.5 0.105
S -8.380 9.474 20.268 -1.1 -0.5 0.8 0.703
O -6.983 9.121 20.466 -1.3 1.0 -0.3 -0.313
O -9.301 8.549 20.912 0.2 1.2 -0.7 -0.317
N -8.954 9.808 18.666 -1.1 -0.3 3.6 -0.298
S -7.736 9.514 17.807 5.4 -1.3 0.0 0.531
O -6.631 10.423 18.146 -0.9 -0.4 -1.8 -0.343
O -7.316 8.085 17.838 -1.4 1.9 -1.3 -0.335
C -8.328 9.974 16.067 -0.9 -1.8 1.7 -0.541
F -9.717 9.617 16.111 2.6 0.6 -1.4 0.022
F -8.193 11.256 15.826 -0.3 -0.5 -0.5 0.161
F -7.604 9.217 15.169 -1.7 1.3 0.7 0.076
C -5.870 4.277 19.901 2.1 -2.0 -1.2 -0.717
F -5.852 5.419 19.315 -0.6 2.1 -0.7 0.170
F -6.784 4.193 20.801 -0.8 0.5 2.2 0.201
F -6.231 3.333 19.004 0.6 -0.2 -0.5 0.086
S -4.047 3.921 20.420 0.1 -1.1 2.2 0.698
O -3.716 4.699 21.623 -0.7 0.2 -2.6 -0.288
O -3.977 2.508 20.665 -0.3 0.3 -1.1 -0.263
N -3.268 4.355 18.947 -1.5 0.1 4.9 -0.472
S -1.885 5.026 19.363 3.5 0.5 0.0 0.604
O -1.106 4.359 20.411 -1.9 1.3 -1.3 -0.268
O -1.184 5.208 18.102 -0.5 0.3 0.4 -0.339
C -2.312 6.891 19.983 0.9 -3.5 0.8 -0.659
F -1.796 6.982 21.214 -0.1 0.5 0.0 0.121
F -1.739 7.774 19.220 0.2 0.8 -0.7 0.151
F -3.606 7.037 20.037 -0.8 0.8 -0.2 0.150
C -4.088 3.262 13.036 2.1 -1.3 1.3 -0.610
F -3.366 2.598 12.091 -1.2 0.3 0.9 0.121
F -3.173 3.870 13.836 -0.6 -0.6 -0.1 0.077
F -4.788 4.189 12.499 -1.3 0.8 -1.0 0.179
S -5.094 2.035 14.185 0.1 -0.9 -0.8 0.724
O -6.316 1.625 13.475 1.9 1.2 1.1 -0.305
O -4.185 0.979 14.508 0.1 0.9 0.2 -0.249
N -5.273 3.048 15.641 -1.5 -1.9 -2.8 -0.413
S -6.777 3.539 15.548 -1.6 2.2 2.0 0.584
O -7.182 4.507 16.607 1.0 -2.1 -1.6 -0.329
O -7.087 3.965 14.203 -0.8 0.1 0.2 -0.349
C -7.902 1.988 16.024 2.3 0.8 -0.6 -0.601
F -7.436 0.776 15.716 -0.7 0.8 -0.4 0.144
F -8.039 1.962 17.348 -1.1 0.5 -0.4 0.135
F -9.017 2.312 15.323 -0.5 -1.0 0.9 0.079
C -3.944 0.100 17.920 1.1 0.5 -0.5 -0.706
F -4.041 -0.467 19.075 0.2 -0.1 1.6 0.193
F -4.564 -0.667 17.081 -0.4 -0.8 -1.7 0.176
F -4.591 1.273 17.918 0.1 0.8 0.2 0.083
S -2.055 0.305 17.518 -1.1 -2.9 -1.1 0.750
O -1.434 0.165 18.800 -0.1 0.9 -0.2 -0.265
O -1.746 -0.775 16.526 -1.2 3.3 2.3 -0.295
N -2.054 2.008 16.925 0.1 -5.1 1.9 -0.423
S -0.808 2.024 16.004 2.6 -0.2 -3.7 0.554
O -0.580 0.950 15.014 0.0 2.0 2.4 -0.297
O -0.967 3.332 15.402 0.9 1.0 0.1 -0.350
C 0.850 2.010 17.182 -0.9 1.9 0.8 -0.546
F 1.022 0.846 17.785 0.5 0.2 -1.3 0.156
F 1.904 2.471 16.458 -0.6 -1.3 0.0 0.098
F 0.761 2.924 18.192 -0.6 -0.6 -0.9 0.092

---

93
Properties=species:S:1:pos:R:3:forces:R:3:lowdin_spin:R:1 method="wB97M-V/def2-TZVPD" homo_energy_ev="-9.96 / -9.98" spin_multiplicity=6 lumo_ha="-0.140 / -0.198" total_charge=+1 s2=9.087
Fe -0.204 0.426 0.126 1.2 -1.8 -1.4 3.509
C -2.562 2.469 0.316 -0.1 0.4 0.5 0.006
N -2.209 1.336 -0.545 -0.2 0.1 -0.1 0.061
C -3.096 0.187 -0.333 -0.2 -0.5 0.0 0.004
C -2.310 -1.121 -0.330 -1.3 -0.3 -0.7 0.008
N -1.342 -1.235 0.772 -0.1 0.0 0.4 0.049
C -1.945 -0.930 2.076 -0.2 0.1 0.4 0.003
C -0.801 -2.575 0.745 0.6 -0.4 -0.2 0.047
C -1.364 -3.635 1.440 -0.2 0.3 0.1 -0.004
C -0.835 -4.913 1.332 0.0 0.1 0.0 0.059
C 0.251 -5.156 0.506 0.0 0.0 0.0 -0.004
C 0.833 -4.110 -0.178 -0.1 0.0 0.0 0.058
C 0.328 -2.815 -0.047 -0.1 0.3 -0.1 0.052
S 1.146 -1.493 -0.813 -0.4 -0.2 -0.4 0.588
C -2.241 1.777 -1.924 0.3 0.1 -0.5 0.041
C -3.379 2.339 -2.489 -0.1 -0.1 0.1 -0.004
C -3.368 2.801 -3.795 0.0 0.0 0.1 0.047
C -2.215 2.702 -4.561 0.0 0.0 0.0 -0.005
C -1.081 2.135 -4.022 0.0 0.0 0.1 0.043
C -1.085 1.673 -2.701 -0.2 0.0 0.1 0.039
S 0.351 0.937 -2.068 0.3 -0.2 -0.2 0.397
H -3.594 2.798 0.180 0.0 -0.1 -0.1 0.002
H -1.893 3.295 0.089 0.0 0.0 0.0 0.000
H -2.408 2.194 1.357 -0.1 0.1 -0.1 0.001
H -3.842 0.120 -1.132 0.0 0.0 0.2 0.001
H -3.630 0.307 0.610 0.0 0.0 -0.1 0.000
H -1.776 -1.225 -1.279 0.0 -0.1 0.1 -0.001
H -3.037 -1.948 -0.269 0.2 0.1 0.0 0.002
H -2.922 -1.407 2.195 0.0 0.0 0.0 0.001
H -2.053 0.143 2.194 -0.1 0.0 0.0 0.000
H -1.276 -1.274 2.860 0.0 0.0 0.0 0.000
H -2.222 -3.485 2.078 -0.1 0.0 0.0 -0.001
H -1.286 -5.717 1.892 -0.1 -0.1 0.0 0.003
H 0.644 -6.155 0.399 0.0 -0.1 0.0 -0.001
H 1.685 -4.267 -0.817 0.2 -0.1 -0.1 0.004
H -4.288 2.424 -1.912 -0.1 0.0 0.1 -0.001
H -4.261 3.241 -4.212 -0.1 0.0 0.0 0.003
H -2.206 3.069 -5.575 0.0 0.0 -0.1 -0.001
H -0.178 2.040 -4.602 0.1 0.0 -0.1 0.002
O -0.293 1.477 1.669 -0.8 0.2 1.3 -0.162
O 0.296 2.052 0.647 0.5 2.3 -0.1 -0.154
C 2.559 1.604 2.472 -0.4 -0.4 -0.6 0.044
C 1.858 1.409 3.790 0.1 0.5 0.2 0.001
As 2.583 2.635 5.195 -0.1 -0.3 0.5 0.002
C 4.466 2.190 4.863 -0.3 0.1 -0.1 0.001
C 4.965 1.052 5.486 -0.3 0.1 0.1 0.000
C 6.238 0.593 5.200 0.1 0.0 0.0 0.000
C 7.028 1.274 4.288 0.1 -0.1 0.0 0.000
C 6.541 2.412 3.667 0.1 0.1 -0.1 0.000
C 5.267 2.871 3.955 0.0 0.1 0.0 0.001
C 2.467 4.398 4.362 0.0 -0.2 -0.1 0.000
C 1.501 4.734 3.420 0.1 -0.2 0.0 0.000
C 1.459 6.011 2.887 -0.1 0.1 0.0 0.000
C 2.361 6.973 3.311 0.0 0.1 0.0 0.000
C 3.301 6.661 4.281 -0.1 0.1 0.0 0.000
C 3.344 5.385 4.810 0.0 -0.3 0.1 0.000
P 2.132 0.259 1.234 1.7 0.4 1.0 0.171
C 3.295 0.701 -0.095 -0.2 -0.1 -0.1 0.007
C 3.291 2.002 -0.594 0.0 -0.1 0.1 0.007
C 4.110 2.341 -1.656 0.0 0.0 -0.1 0.004
C 4.925 1.384 -2.239 0.0 0.0 0.0 0.005
C 4.912 0.082 -1.763 0.1 0.0 -0.1 0.004
C 4.097 -0.262 -0.701 0.0 0.1 0.0 0.009
C 2.958 -1.115 2.126 -0.5 0.0 -0.4 0.027
C 2.137 -2.084 2.691 0.0 0.1 -0.1 0.004
C 2.669 -3.106 3.455 0.0 -0.1 0.1 0.000
C 4.037 -3.158 3.664 -0.1 -0.1 0.0 0.001
C 4.860 -2.188 3.116 0.1 0.1 0.0 0.001
C 4.329 -1.164 2.354 0.0 0.0 0.0 0.005
H 3.646 1.536 2.588 -0.2 0.0 -0.1 0.007
H 2.312 2.569 2.029 0.1 0.0 0.0 0.000
H 2.013 0.391 4.162 0.0 0.2 0.2 0.000
H 0.783 1.570 3.691 0.1 0.0 0.2 0.000
H 4.345 0.527 6.206 0.0 -0.1 0.0 0.000
H 6.615 -0.291 5.691 0.0 -0.1 0.1 0.000
H 8.025 0.924 4.066 0.1 0.0 0.0 0.000
H 7.151 2.945 2.952 0.1 0.1 0.0 0.000
H 4.894 3.762 3.465 0.0 0.0 0.0 0.000
H 0.777 3.997 3.096 0.0 -0.1 -0.1 0.001
H 0.716 6.258 2.142 -0.1 0.0 0.0 0.000
H 2.323 7.970 2.897 0.0 0.1 -0.1 0.000
H 3.993 7.414 4.629 0.0 0.1 0.0 0.000
H 4.070 5.140 5.579 0.0 0.1 -0.1 0.000
H 2.633 2.742 -0.164 0.0 0.1 0.0 0.001
H 4.107 3.351 -2.037 0.0 0.1 0.0 0.000
H 5.557 1.649 -3.072 0.1 0.0 -0.1 0.000
H 5.533 -0.670 -2.228 0.1 -0.1 0.0 0.000
H 4.078 -1.280 -0.338 0.1 0.0 0.0 0.002
H 1.069 -2.024 2.528 -0.1 -0.1 0.0 0.001
H 2.021 -3.855 3.883 -0.1 -0.1 0.1 0.000
H 4.461 -3.957 4.253 0.1 -0.1 0.1 0.000
H 5.924 -2.229 3.284 0.1 0.0 0.0 0.000
H 4.984 -0.412 1.935 0.0 0.1 0.0 0.000

---

8
Properties=species:S:1:pos:R:3:forces:R:3:nbo_charge:R:1 method="wB97M-V/def2-TZVPD" de_lowest_kcal_mol=65.72 homo_energy_ev=-8.76 lumo_ha=0.021
C 0.159 -0.850 0.136 0.3 -0.7 -0.6 -0.084
C -1.953 0.644 -0.142 0.6 1.1 -0.3 0.446
N 1.124 -0.175 0.084 0.6 -0.9 0.3 0.005
N 2.057 0.566 0.360 0.3 0.8 1.2 -0.514
O -1.322 1.607 -0.220 -0.4 -0.1 0.2 -0.455
S -2.791 -0.655 -0.106 -1.1 -0.5 0.1 0.006
H -0.031 -1.917 0.217 0.1 0.6 0.1 0.238
H 2.757 0.780 -0.329 -0.3 -0.2 -0.9 0.358

---

Number 1: F_max 6.11 eV/A, calculated total energy -389098.742 eV. Number 2: F_max 2.56 eV/A, calculated total energy -177486.243 eV. Number 3: F_max 1.48 eV/A, calculated total energy -17966.126 eV.